Here is a molecular structure, C16H40AsF6Mg2N2O14 from OMol25. Energies are from the ωB97M-V functional and the def2-TZVPD basis.

Positions of all 81 atoms, in Å:
As 0.96309 -3.20753 0.55512
Mg -3.87249 0.67918 1.30546
Mg 0.42049 -0.88373 -2.03816
F 1.15495 -2.01111 -0.86185
F 2.72368 -3.53466 0.56498
F 0.78519 -4.22004 2.03345
F 1.33900 -1.71157 1.56728
F -0.70721 -2.71970 0.60013
F 0.61237 -4.53092 -0.58976
O -4.92657 -0.04983 -0.24422
O -0.20155 0.42801 -3.39786
O 1.53314 -1.88211 -3.37154
O -2.90590 1.16034 2.88482
O 1.96081 0.34830 -2.00224
O -6.30091 -0.13718 -1.86750
O -0.60948 0.14439 -0.65789
O -0.86256 -2.28445 -2.38990
O 3.91205 3.34975 3.58686
O -4.18759 0.00136 -2.17982
O -0.32920 1.86991 0.45457
O -2.22308 0.95596 0.37527
O -3.26953 -1.18983 1.83207
O 1.18623 2.35660 3.75420
N -5.12442 -0.07170 -1.44015
N -1.05858 1.04679 0.01710
C -3.67615 -2.47151 1.32433
C -2.17326 -2.49983 -1.82806
C -2.68555 2.45726 3.26377
C -0.56707 -3.07914 -3.57076
C -1.46545 0.54200 -4.13407
C 0.73916 1.48025 -3.79734
C 2.97801 -2.06352 -3.36894
C -2.20842 0.21253 3.71091
C -2.61579 -1.16371 3.19925
C 2.06258 2.07954 2.63305
C 2.82685 0.46967 -0.78972
C 3.51259 2.08027 3.07121
C 5.25084 3.76090 3.26388
C 1.76096 1.65441 -2.60844
C 0.92209 -3.08247 -3.90116
C 0.88221 3.72864 3.88404
H -1.19777 -2.79433 -4.41290
H 3.70072 1.32988 3.83908
H -1.86449 -0.44097 -3.88380
H 2.68489 2.03297 -3.04563
H -1.15771 0.31358 3.43905
H -1.45953 0.58620 -5.22315
H -4.02226 -2.36642 0.29610
H -2.44297 -3.54370 -1.66776
H 3.34587 -1.03840 -3.32519
H 1.18236 1.20387 -4.75405
H 5.51953 3.66528 2.21185
H 1.34475 -3.96527 -3.42143
H -2.27239 -1.94907 -0.89267
H -0.10763 3.90032 3.46113
H 5.94809 3.15990 3.84760
H 2.96802 -0.34844 -0.08340
H -2.33416 3.08356 2.44378
H 2.05637 2.78065 1.79847
H 1.00641 -3.05691 -4.98759
H 5.34849 4.83435 3.42598
H 1.51225 4.50807 3.45551
H -2.06866 1.38164 -3.78874
H -0.85096 -4.11046 -3.36127
H 1.78441 1.06472 2.34871
H -2.89723 -3.23282 1.36661
H 4.12275 1.72828 2.23940
H -1.74255 -1.80963 3.10794
H 0.12946 2.36604 -3.97547
H 3.17468 -2.64486 -2.46812
H -2.91338 -2.13778 -2.54166
H -4.55928 -2.86840 1.82498
H -3.58473 2.89925 3.69296
H -1.88988 2.61864 3.99108
H -2.32627 0.39162 4.77962
H 3.77566 0.91107 -1.09474
H 2.37973 1.26633 -0.19515
H 3.36555 -2.41902 -4.32368
H 0.81973 3.96180 4.94698
H 1.27027 2.27993 -1.86275
H -3.30329 -1.55305 3.95015

Properties
Molecular weight ... 722.0 Da
Energy ... -5030.9264 Ha
Highest occupied orbital energy (alpha / beta) ... -0.481 / -0.480 Ha
Orbital gap (alpha / beta) ... 0.1981 / 0.0527 hartree
2S+1 ... 2
Charge ... +2
Lowest unoccupied orbital energy (alpha / beta) ... -7.7 / -11.6 eV

Charges per atom according to Mulliken partitioning, unit e: As 1.8316; Mg 1.3518; Mg 0.5477; F -0.0600; F -0.4820; F -0.4795; F -0.4710; F -0.2181; F -0.4898; O -0.5277; O 0.1138; O 0.1374; O 0.2415; O 0.2879; O -0.2248; O -1.1661; O 1.2186; O -0.3015; O -0.2476; O -0.4504; O -0.5908; O -0.2050; O -0.4023; N 1.0004; N 0.3114; C -0.6831; C -0.7740; C -0.9627; C -0.7018; C -0.8913; C -0.7730; C -0.8473; C -0.4735; C -0.5519; C 0.3151; C -0.8408; C -0.6318; C -0.7770; C -0.6822; C -0.7523; C -0.7908; H 0.3449; H 0.3858; H 0.0382; H 0.4706; H 0.1830; H 0.3866; H 0.2028; H 0.4078; H 0.1140; H 0.3435; H 0.3181; H 0.4894; H -0.3553; H 0.2033; H 0.3009; H 0.3603; H 0.3504; H 0.1693; H 0.3901; H 0.2730; H 0.3350; H 0.3168; H 0.3665; H -0.0838; H 0.2433; H 0.3574; H 0.3854; H 0.5136; H 0.3363; H 0.4777; H 0.3406; H 0.3866; H 0.3156; H 0.5688; H 0.4187; H 0.0798; H 0.3863; H 0.3340; H 0.2747; H 0.3633

Here is a molecular structure, C25H49Cl3DyP2 from OMol25. Energies are from the ωB97M-V functional and the def2-TZVPD basis.

Positions of all 80 atoms, in Å:
Dy -0.71433 -0.15316 0.11052
Cl 0.03046 -1.67960 2.03051
Cl -0.61949 1.02966 -2.14951
Cl 1.75829 4.26891 1.81380
P -3.15836 -1.03141 -0.91400
P 3.17994 0.14663 -0.73250
C -0.01360 2.30889 2.40328
C 2.54752 2.72855 -1.53035
C -0.15111 3.08869 5.12251
C -3.23604 -3.36193 0.62434
C 3.63469 1.65939 -1.69650
C 3.66596 1.05086 1.85163
C -3.87748 0.67056 -1.09963
C 5.00941 -1.30111 -2.24915
C 2.98667 -2.61224 -1.33198
C 4.16495 0.01235 0.83618
C -4.78225 -2.62748 -2.55708
C 4.08038 -1.38342 1.45410
C 0.73438 3.41110 2.90027
C -0.73962 1.54497 3.35665
C 5.02687 2.19888 -1.37944
C -0.82187 1.94756 4.68212
C -5.37253 0.59958 -1.38753
C -3.54076 1.65868 0.02758
C 0.65761 3.81192 4.22721
C -2.25060 -2.78459 -2.87140
C -3.95767 -2.01206 0.47546
C -3.95258 -1.26244 1.81159
C -3.44576 -1.88356 -2.51307
C 0.02248 2.00114 0.98140
C 3.53033 -1.26636 -1.85350
H -2.16773 -3.21196 0.85578
H 5.10001 2.57185 -0.34915
H 5.19380 0.24278 0.51597
H 4.50203 -2.16507 0.81076
H -4.48336 -1.87136 2.55698
H -4.99508 -2.16438 0.13332
H -3.67827 -3.91432 1.46585
H 1.01948 1.72110 0.58365
H 3.03631 -1.64396 1.69131
H -2.92450 -1.12585 2.19150
H -5.57734 0.17112 -2.37365
H -5.77442 1.62048 -1.38480
H -3.34934 1.02054 -2.00316
H 2.32854 -2.50346 -0.45950
H 5.18608 -2.21132 -2.83820
H 0.29622 -1.42739 -0.96255
H 5.81119 1.44815 -1.53559
H -3.74906 2.67370 -0.34266
H 1.55607 2.32787 -1.78726
H 2.37371 -3.06447 -2.12137
H 5.28210 -0.43590 -2.86709
H 2.76837 3.56601 -2.20621
H -5.90671 0.02611 -0.61806
H -0.24034 3.42087 6.15693
H 1.22185 4.68604 4.55935
H -3.32276 -3.99114 -0.26942
H -1.41618 1.36081 5.38884
H 3.60365 2.07310 1.46370
H 3.60900 1.29868 -2.73988
H 4.34407 1.05043 2.71601
H -4.45842 -0.29161 1.76166
H -1.30377 -2.22160 -2.85163
H -4.80093 -3.47414 -1.85984
H 5.21687 3.04086 -2.05796
H -0.45996 2.74234 0.32874
H -5.63307 -1.96417 -2.34462
H -2.16556 -3.63392 -2.18265
H -2.39065 -3.18331 -3.88469
H 4.63803 -1.37134 2.40110
H -2.47952 1.68283 0.35027
H 5.67418 -1.32083 -1.37324
H -3.47126 -1.05098 -3.23512
H -4.92292 -3.02242 -3.57040
H 2.92917 -0.98078 -2.73771
H 3.80758 -3.29859 -1.08263
H 2.66602 0.77521 2.22740
H -1.22430 0.61925 3.02649
H -4.17559 1.50849 0.91328
H 2.51084 3.11668 -0.50341

Properties
Molecular weight ... 680.5 Da
Energy ... -3930.4021 Ha
Highest occupied orbital energy (alpha / beta) ... -0.132 / -0.128 Ha
Orbital gap (alpha / beta) ... 0.2244 / 0.2208 hartree
2S+1 ... 6
Charge ... -1
Lowest unoccupied orbital energy (alpha / beta) ... 2.5 / 2.5 eV

Charges per atom according to Mulliken partitioning, unit e: Dy -0.3809; Cl -0.5760; Cl -0.6254; Cl -0.2462; P 0.5212; P 0.3726; C 0.0158; C -0.9009; C -0.3488; C -1.3318; C 0.2244; C -1.3137; C 0.6680; C -1.5711; C -1.5295; C 0.4918; C -1.4262; C -1.4864; C 0.7198; C 0.3509; C -1.6088; C -0.8544; C -1.6120; C -1.1906; C -0.6437; C -1.3333; C 0.4723; C -1.6273; C 0.5492; C -1.4916; C 0.6678; H 0.1648; H 0.2367; H 0.5429; H 0.2705; H 0.5000; H 0.6445; H 0.4332; H 0.0316; H 0.1467; H 0.3002; H 0.2955; H 0.4882; H 0.3640; H 0.2130; H 0.4959; H 0.0488; H 0.3036; H 0.4902; H -0.0279; H 0.3402; H 0.2727; H 0.5263; H 0.2662; H 0.3430; H 0.3848; H 0.2529; H 0.3547; H 0.1460; H 0.6317; H 0.5814; H 0.2957; H 0.2367; H 0.2308; H 0.4769; H 0.7370; H 0.2736; H 0.2091; H 0.4682; H 0.4658; H 0.0661; H 0.2443; H 0.4768; H 0.4560; H 0.4077; H 0.4500; H 0.1281; H 0.1509; H 0.2210; H 0.0076

Here is a molecular structure, C26H36PSm from OMol25. Energies are from the ωB97M-V functional and the def2-TZVPD basis.

Positions of all 64 atoms, in Å:
Sm 0.17086 -0.16026 -1.10257
P -1.07737 0.34074 1.52749
C 1.28629 3.47262 2.55176
C -0.57893 -1.28607 -3.02269
C -2.79879 0.97438 1.19055
C 1.18579 -1.16030 2.17932
C -0.55391 3.49384 4.10426
C 0.61929 4.08888 3.61271
C -1.06502 2.31433 3.54705
C -0.40296 1.71883 2.45719
C -0.74241 -1.96952 3.39743
C 0.82242 2.27299 2.01356
C -0.19348 -1.07635 2.45907
C -2.97648 -1.22511 -1.97870
C -0.81264 -0.38736 -4.18679
C 1.98833 -2.15355 2.76294
C 0.53099 3.05570 -1.87355
C 0.07128 -2.95487 3.98130
C 1.43333 -3.04834 3.67881
C -0.87312 -2.37971 -0.97618
C 0.71032 4.16490 -2.91617
C -1.53944 -1.59544 -1.98470
C 1.83443 2.27917 -1.67620
C 1.48992 -3.41168 -0.68981
C -1.52635 -3.06131 0.16912
C 0.67891 -1.88220 -2.65072
C 1.96668 -1.73986 -3.38379
C 0.49565 -2.55762 -1.38581
H -1.93892 -4.03073 -0.14250
H 2.14404 -0.70207 -3.71145
H -2.77115 1.88367 0.52047
H 2.81935 -2.03378 -2.75985
H -3.56397 -2.05382 -2.39506
H 1.00078 3.76610 -3.89336
H -3.37739 0.18340 0.67906
H 1.39568 1.78939 1.21661
H -1.79382 -1.90086 3.68062
H 0.98720 5.03934 4.02369
H -0.35524 -3.66319 4.68883
H 0.22676 3.50478 -0.91548
H -1.97684 1.87711 3.94377
H -0.20996 4.73547 -3.05102
H -1.73737 0.19277 -4.07558
H -3.32091 1.24366 2.13728
H 1.68051 -0.43325 1.51434
H 2.15969 3.95763 2.09889
H 1.98762 -2.36646 -4.28903
H 1.49189 4.86059 -2.59780
H -3.16044 -0.33503 -2.58648
H -2.35815 -2.48767 0.58232
H -1.08885 3.98528 4.91193
H -3.34344 -1.03068 -0.96767
H 1.39399 -3.33190 0.39507
H -0.31001 2.40113 -2.17608
H -0.83146 -3.25922 0.98581
H -0.89360 -0.95979 -5.12305
H 2.63662 3.01880 -1.50998
H 2.50954 -3.12771 -0.96248
H 0.00922 0.33415 -4.33084
H 1.33730 -4.46406 -0.96799
H 2.06869 -3.80813 4.14385
H 3.03948 -2.22175 2.46909
H 2.12322 1.69462 -2.56399
H 1.87634 1.61537 -0.77679

Properties
Molecular weight ... 529.9 Da
Energy ... -2011.0443 Ha
Highest occupied orbital energy (alpha / beta) ... -0.536 / -0.536 Ha
Orbital gap (alpha / beta) ... 0.2669 / 0.2943 hartree
2S+1 ... 6
Charge ... +2
Lowest unoccupied orbital energy (alpha / beta) ... -7.3 / -6.6 eV

Charges per atom according to natural (NBO) partitioning, unit e: Sm 1.9059; P 0.6917; C -0.1895; C -0.2184; C -0.8872; C -0.2633; C -0.1913; C -0.1731; C -0.1398; C -0.3866; C -0.1536; C -0.2104; C -0.2836; C -0.6573; C -0.6494; C -0.1850; C -0.4032; C -0.1914; C -0.1832; C -0.1496; C -0.6058; C -0.0745; C -0.6286; C -0.6476; C -0.6425; C -0.1541; C -0.6514; C -0.1382; H 0.2628; H 0.2209; H 0.2747; H 0.2403; H 0.2741; H 0.2187; H 0.2423; H 0.1740; H 0.2275; H 0.2476; H 0.2461; H 0.2344; H 0.2167; H 0.2403; H 0.2377; H 0.2663; H 0.1913; H 0.2298; H 0.2830; H 0.2319; H 0.2310; H 0.2208; H 0.2415; H 0.2220; H 0.2411; H 0.1609; H 0.2422; H 0.2833; H 0.2795; H 0.2290; H 0.2228; H 0.2695; H 0.2500; H 0.2390; H 0.2221; H 0.1460

Here is a molecular structure, C22H30CoFN3O3S3Te from OMol25. Energies are from the ωB97M-V functional and the def2-TZVPD basis.

Positions of all 64 atoms, in Å:
Te -0.35720 2.00189 1.25916
Co 0.66615 0.02130 0.11935
S 1.59631 -2.11084 -0.83200
S 1.70009 -0.57219 2.12165
S -1.22780 -1.27006 0.75865
F 6.99402 2.57538 -0.09020
O -0.13640 0.27556 -1.57180
O 2.36488 0.94653 -0.37960
O -0.62370 1.45564 -3.38915
N 7.28348 4.60825 -2.04546
N 2.79681 3.52347 -3.51649
N 8.44928 6.79026 -2.33811
C 9.12214 5.97674 -1.27130
C 6.10775 3.82450 -1.90396
C 5.95432 2.84937 -0.91112
C 0.05672 -3.04180 -0.97080
C 2.40199 -2.86685 0.60424
C 1.66898 2.80160 -3.35261
C 5.04951 4.04773 -2.76358
C 7.99780 4.58735 -3.31032
C 1.44129 1.88854 -2.36956
C 8.41812 6.03025 -3.63823
C 3.85646 3.32004 -2.65425
C 3.71637 2.38333 -1.62114
C 0.10518 1.16957 -2.45596
C 2.92284 -1.79220 1.54676
C 2.56237 5.93247 -4.07086
C -0.85692 -2.98028 0.24369
C 4.78581 2.16361 -0.75272
C 2.84430 4.52804 -4.58228
C 8.19162 4.79870 -0.92387
C 0.48498 -1.63090 2.96329
C 2.45509 1.66271 -1.39862
C -0.94208 -1.33847 2.53593
H 4.67745 1.44240 0.04565
H 5.14362 4.83049 -3.50322
H -1.80377 -3.45425 -0.01702
H 8.88847 7.70228 -2.45526
H 3.40904 -2.24161 2.41447
H -0.43485 -2.58634 -1.83232
H -1.23372 -0.33803 2.85849
H 0.86953 2.97208 -4.06383
H 1.56950 5.97997 -3.62449
H 0.75974 -2.67097 2.79156
H 7.47854 6.92982 -2.04758
H 3.23291 -3.48717 0.26746
H 9.41253 6.08805 -4.07609
H 3.81068 4.46117 -5.08369
H 8.88041 3.93820 -3.25599
H 7.70865 6.53907 -4.28772
H 7.60973 5.02501 -0.03193
H 0.57265 -1.44439 4.03313
H 0.28218 -4.07802 -1.22452
H 3.28263 6.23987 -3.31162
H 2.09617 4.23864 -5.31710
H -0.44533 -3.53129 1.08862
H 3.66464 -1.17493 1.03586
H -1.62381 -2.06019 2.98945
H 10.07246 5.64964 -1.68859
H 9.31712 6.61537 -0.41366
H 7.36089 4.19994 -4.10026
H 8.81141 3.92494 -0.70762
H 1.69335 -3.52405 1.10486
H 2.60006 6.64584 -4.89419

Properties
Molecular weight ... 686.2 Da
Energy ... -4191.3014 Ha
Highest occupied orbital energy (alpha / beta) ... -0.265 / -0.265 Ha
Orbital gap (alpha / beta) ... 0.1442 / 0.1441 hartree
2S+1 ... 1
Charge ... +1
Lowest unoccupied orbital energy (alpha / beta) ... -3.3 / -3.3 eV

Charges per atom according to natural (NBO) partitioning, unit e: Te -0.6808; Co 0.6885; S 0.2732; S 0.3928; S 0.4155; F -0.3331; O -0.7628; O -0.6727; O -0.6444; N -0.4720; N -0.3652; N -0.4936; C -0.2360; C 0.0908; C 0.3927; C -0.5426; C -0.5545; C 0.1568; C -0.2817; C -0.2408; C -0.3316; C -0.2230; C 0.2685; C -0.1731; C 0.8044; C -0.5571; C -0.6232; C -0.5648; C -0.2042; C -0.2056; C -0.2298; C -0.5497; C 0.6044; C -0.5726; H 0.2604; H 0.2135; H 0.2455; H 0.4433; H 0.2341; H 0.2626; H 0.2933; H 0.2593; H 0.2362; H 0.2134; H 0.4467; H 0.2386; H 0.2314; H 0.1948; H 0.2018; H 0.2305; H 0.2353; H 0.2483; H 0.2351; H 0.2009; H 0.2302; H 0.2131; H 0.2373; H 0.2336; H 0.2245; H 0.2457; H 0.2512; H 0.2220; H 0.2187; H 0.2258

Question: Which value of charge does entry 2 give?
Answer: -1

Question: charge of number 2 (C25H49Cl3DyP2)?
Answer: -1